DFT (ωB97M-V/def2-TZVPD) results for a molecular structure, C22H18CoFN4O6 at a distorted geometry.

XYZ file:
```
52
Properties=species:S:1:pos:R:3:forces:R:3:lowdin_charge:R:1
Co 0.3319 0.1904 -0.2497 0.031 0.005 -0.065 0.732
O -0.4743 -1.0126 -1.3851 -0.032 0.009 0.234 -0.081
C 0.0960 -2.1537 -1.6599 0.055 -0.066 0.118 -0.319
C -0.6661 -3.3366 -1.6347 0.195 0.060 0.828 0.010
C -0.0448 -4.5622 -1.7825 -1.135 0.680 -3.671 -0.117
C 1.1916 -4.6063 -2.4819 0.338 -0.068 0.533 -0.076
C 1.9509 -3.4724 -2.5492 0.064 -0.141 0.356 -0.034
C 1.4705 -2.2746 -1.9724 -0.032 0.078 -0.217 -0.133
C 2.3925 -1.2396 -1.6385 -0.008 0.044 -0.046 -0.036
N 2.0842 -0.2048 -0.9427 -0.028 0.030 0.003 -0.026
C 3.1317 0.7076 -0.4757 0.003 0.010 -0.006 -0.149
C 2.6177 1.3364 0.8129 0.014 -0.032 -0.013 -0.163
N 1.2168 1.6502 0.5823 -0.017 -0.026 -0.054 -0.041
C 0.7137 2.8033 0.8404 -0.015 -0.046 0.129 -0.037
C -0.6505 3.1546 0.6244 0.006 0.017 -0.074 -0.142
C -1.0345 4.5054 0.7591 -0.015 -0.008 0.030 -0.053
C -2.3219 4.9016 0.5248 0.000 -0.001 -0.004 -0.098
C -3.2732 3.9269 0.1710 -0.011 0.006 0.007 -0.071
C -2.9382 2.6042 0.0533 0.015 -0.002 0.005 0.000
C -1.6059 2.1699 0.2570 0.029 -0.013 0.230 -0.306
O -1.3423 0.9048 0.1265 -0.041 -0.053 -0.305 -0.070
H -1.6958 -3.2651 -1.3109 -0.013 0.053 -0.057 0.135
H -0.7288 -5.3755 -2.0109 0.201 -0.428 0.924 0.132
H 1.5422 -5.5417 -2.8973 0.045 -0.002 0.047 0.114
H 2.9350 -3.4821 -3.0037 0.043 -0.030 0.089 0.120
H 3.4388 -1.3890 -1.9082 -0.011 -0.001 -0.038 0.146
H 3.3102 1.4795 -1.2291 -0.037 0.011 0.004 0.127
H 4.0605 0.1633 -0.2990 0.019 0.020 -0.040 0.127
H 3.1880 2.2238 1.0937 0.015 -0.007 -0.012 0.124
H 2.6686 0.5983 1.6147 -0.008 0.031 0.028 0.123
H 1.3720 3.5677 1.2569 0.008 0.017 -0.047 0.140
H -0.2824 5.2316 1.0474 0.009 -0.003 -0.014 0.111
H -2.6057 5.9412 0.6065 -0.008 -0.004 0.025 0.099
H -4.2971 4.2291 -0.0125 -0.003 -0.004 0.009 0.106
H -3.6693 1.8525 -0.2111 -0.001 0.002 -0.006 0.120
F -0.2733 -7.2843 0.2966 0.056 -0.009 -0.087 0.100
C 0.7226 -6.3937 0.3616 -0.098 -0.064 -0.920 -0.187
C 0.4489 -5.0710 0.3887 0.584 -0.976 4.095 -0.016
N 1.4830 -4.2078 0.7898 0.005 0.249 -0.962 0.027
C 1.2314 -3.1800 1.8015 -0.018 0.132 0.065 -0.013
C 0.1774 -2.1529 1.3718 -0.145 0.178 0.125 -0.554
O -0.9915 -2.4629 1.3190 0.004 -0.048 -0.191 0.096
O 0.7065 -0.9775 1.1477 0.247 -0.064 -0.016 -0.064
C 2.7945 -4.5265 0.5110 -0.031 0.095 -0.127 -0.486
O 3.7307 -3.7653 0.6573 -0.004 0.004 0.041 0.070
N 2.9762 -5.8182 0.0461 0.104 -0.096 0.137 0.217
C 2.0691 -6.8781 0.0994 -0.040 0.103 -0.217 -0.400
O 2.4048 -8.0209 -0.1072 0.005 -0.012 0.042 0.104
H -0.4904 -4.8127 0.8665 -0.344 0.415 -0.904 0.157
H 2.1749 -2.6778 1.9828 0.038 -0.076 -0.003 0.122
H 0.8887 -3.6722 2.7153 -0.039 0.025 -0.003 0.142
H 3.9366 -6.0707 -0.1404 -0.003 0.006 -0.006 0.168
```
Forces are in eV/Å.

For the HOMO energy (spin up / spin down), the calculation gives -8.148 / -8.243 eV. Its orbital gap (spin up / spin down) is 0.2641 / 0.2646 Ha. The total energy is -81695.8800 eV. The calculation puts the maximum force at 4.250 eV/A. Its charge is 0. For the LUMO energy (spin up / spin down), the calculation gives -0.96 / -1.04 eV.

***

DFT (ωB97M-V/def2-TZVPD) results for a molecular structure, C22H18CsN7O2S2 at a distorted geometry.

XYZ file:
```
52
Properties=species:S:1:pos:R:3:forces:R:3:lowdin_charge:R:1
Cs -0.6737 -1.8359 -2.0311 1.844 -1.236 -0.681 1.119
N 4.8639 -1.3451 0.6804 0.052 0.029 -0.082 0.112
C 5.9415 -1.4131 -0.2214 -0.079 -0.005 0.036 -0.239
C 7.2405 -1.3789 0.2552 0.011 0.005 0.021 -0.028
C 8.3162 -1.4353 -0.6224 0.018 -0.003 -0.041 -0.089
C 8.0910 -1.5287 -1.9844 -0.009 0.008 0.067 -0.092
C 6.7853 -1.5695 -2.4601 -0.037 -0.007 -0.040 -0.107
C 5.7102 -1.5126 -1.5900 0.194 -0.021 0.015 -0.464
S 4.0646 -1.5729 -2.2218 -0.225 0.031 0.106 0.966
N 3.0755 -1.5459 -0.8495 0.093 -0.035 -0.189 -0.253
C 3.5352 -1.4350 0.3294 -0.054 -0.016 0.248 -0.358
C 2.5467 -1.3900 1.4720 0.141 -0.028 -0.312 -0.202
C 2.9183 -1.2975 2.8074 -0.006 -0.006 0.044 -0.016
C 1.9225 -1.2507 3.7733 -0.008 -0.003 0.006 -0.059
C 0.5985 -1.2903 3.3796 0.019 0.001 -0.004 -0.049
C 0.3258 -1.3853 2.0203 0.058 0.051 0.047 -0.111
N 1.2747 -1.4387 1.0970 -0.430 -0.046 -0.141 0.112
H 5.1007 -1.2707 1.6504 -0.010 0.006 0.007 0.110
H 7.4124 -1.3054 1.3234 0.000 0.001 -0.002 0.112
H 9.3252 -1.4061 -0.2340 -0.001 0.003 0.000 0.103
H 8.9197 -1.5711 -2.6776 0.000 -0.001 -0.002 0.103
H 6.5999 -1.6444 -3.5253 -0.002 -0.008 0.008 0.106
H 3.9503 -1.2649 3.1269 0.001 0.003 0.002 0.100
H 2.1866 -1.1832 4.8205 0.001 0.008 -0.001 0.110
H -0.2080 -1.2486 4.0981 0.007 -0.003 0.007 0.107
H -0.6983 -1.4068 1.6608 0.012 -0.002 -0.020 0.109
N -8.1146 1.7274 1.3948 -0.018 -0.122 0.012 0.093
C -7.0114 1.2053 0.7324 -0.046 0.055 0.063 -0.324
C -7.0719 0.9243 -0.6317 0.039 -0.034 -0.043 -0.029
C -5.9890 0.3537 -1.2777 -0.020 0.019 0.049 -0.052
C -4.8375 0.0529 -0.5680 -0.243 0.086 0.002 -0.310
C -4.7613 0.3403 0.7874 0.023 -0.044 -0.014 -0.062
C -5.8383 0.9125 1.4341 -0.012 0.004 0.002 -0.033
S -3.4760 -0.6683 -1.4043 -0.239 0.070 0.034 0.436
O -3.3423 -2.0502 -0.9528 -0.198 0.087 0.085 -0.469
O -3.6995 -0.5168 -2.8302 -0.086 0.022 0.046 -0.349
N -2.1222 0.0108 -0.9504 -0.694 1.403 0.667 -0.397
C -1.8483 1.3283 -1.2177 -0.157 -0.539 0.087 -0.499
N -2.8439 2.2188 -1.3483 0.025 0.177 -0.029 0.136
C -2.4916 3.4849 -1.5097 -0.006 -0.032 -0.023 -0.134
C -1.1712 3.9003 -1.5549 -0.006 0.034 0.004 -0.075
C -0.2229 2.8951 -1.4652 0.076 -0.070 -0.010 -0.151
N -0.5312 1.6154 -1.3068 -0.097 0.115 0.024 0.103
H -8.8159 2.1727 0.8291 0.033 0.048 0.006 0.086
H -7.9478 2.1751 2.2789 0.017 0.046 -0.034 0.085
H -7.9718 1.1590 -1.1882 -0.005 -0.010 0.007 0.109
H -6.0228 0.1500 -2.3390 0.011 0.006 -0.006 0.113
H -3.8492 0.1297 1.3317 0.008 -0.009 -0.019 0.114
H -5.7789 1.1419 2.4917 0.002 -0.015 0.002 0.108
H -3.3036 4.1991 -1.6098 -0.009 -0.009 0.004 0.107
H -0.8982 4.9388 -1.6689 0.004 -0.007 -0.021 0.091
H 0.8362 3.1256 -1.5335 0.005 -0.009 0.008 0.104
```
Forces are in eV/Å.

For the HOMO energy, the calculation gives -7.497 eV. Its orbital gap is 0.2763 Ha. The total energy is -59850.6345 eV. The calculation puts the maximum force at 2.322 eV/A. Its charge is 0. For the LUMO energy, the calculation gives 0.02 eV.